# 1
DFT (ωB97M-V/def2-TZVPD) results for a structure of composition C8H18NO3P.

Positions of all 31 atoms, in Å:
H 2.843 3.186 1.009
N 0.068 0.820 -0.056
C -0.840 -1.077 -1.552
H -1.916 2.139 -0.770
H -0.042 -1.678 -1.069
C 2.329 2.634 0.353
H -1.228 -1.232 2.414
C -1.021 0.245 -0.807
C -0.965 0.163 0.745
O 2.772 1.285 0.677
O 2.716 -0.204 -1.539
H -1.764 -1.559 -1.720
H -1.887 0.951 2.556
H -0.301 -0.974 -2.516
P 2.205 0.050 -0.207
H -0.980 2.117 1.565
H -2.982 0.693 -1.342
C -0.931 -1.195 1.339
H -1.702 -1.765 0.861
H 2.797 -2.391 -0.805
C -2.020 1.208 -1.374
C 2.794 -2.374 0.300
O 2.301 -1.134 0.838
H -2.724 1.572 1.056
H 2.136 -3.079 0.664
H 1.288 2.604 0.287
H -1.722 1.380 -2.475
H 2.584 2.777 -0.659
C -1.705 1.232 1.514
H 3.772 -2.588 0.658
H 0.039 -1.747 1.283

The frontier orbital gap comes out at 9.39 eV. The max |F| is 5.244 eV/Å. The relative energy (zero: lowest compared OMol25 entry of this formula, charge and spin) comes out at 60.5 kcal/mol. The HOMO energy is -8.62 eV. Its lowest unoccupied orbital energy is 0.028 Ha.

# 2
DFT (ωB97M-V/def2-TZVPD) results for a cluster of 2 separate species, C8H18NOP in total.

Positions of all 29 atoms, in Å:
H -0.531 -1.610 1.787
H -1.214 -1.141 -1.766
H -0.525 3.128 -0.736
C -0.148 2.155 -0.982
C 0.546 -0.748 -0.497
C 1.859 -1.363 -0.034
H 2.728 -0.646 0.040
H 1.781 -1.713 0.978
H -0.471 2.037 -2.065
H 0.854 0.656 0.994
O -1.329 1.948 1.126
H -1.814 -0.317 1.755
H 0.956 2.043 -0.631
C -0.013 0.136 0.608
C -0.500 -1.692 -1.059
N -2.443 3.336 0.530
H -0.239 -0.202 2.665
H 1.747 -3.441 -0.976
P -2.953 3.856 1.860
H -3.592 4.890 1.109
H 3.362 -3.003 -0.113
C -0.925 1.250 -0.001
H -1.791 0.895 -0.506
H 0.893 -0.179 -1.292
H -0.153 -2.505 -1.676
H -0.913 -2.299 -0.284
H 2.981 -2.325 -1.821
C 2.549 -2.555 -0.775
C -0.703 -0.591 1.764

The frontier orbital gap (spin up / spin down) comes out at 9.02 / 9.02 eV. The max |F| is 5.273 eV/Å. The relative energy (zero: lowest compared OMol25 entry of this formula, charge and spin) comes out at 120.0 kcal/mol. The HOMO energy (spin up / spin down) is -9.58 / -9.58 eV. Its lowest unoccupied orbital energy (spin up / spin down) is -0.021 / -0.021 Ha.

# 3
DFT (ωB97M-V/def2-TZVPD) results for a cluster of 3 separate species, C8H18O in total.

Positions of all 27 atoms, in Å:
H 0.574 -1.634 2.371
H 1.441 -0.141 2.007
H -1.908 1.621 -0.883
O 0.867 -0.232 -0.620
C 0.821 1.749 -1.876
H 1.806 2.230 -1.885
H -1.094 -0.475 1.795
H 0.205 2.866 0.461
H 0.076 2.531 -2.048
C 0.544 1.060 -0.581
H 0.057 1.436 1.483
H 0.781 1.040 -2.702
H 1.418 -3.077 -0.401
H -1.295 0.188 -1.839
C 0.621 1.879 0.668
C 1.231 -1.143 1.646
H 1.658 2.027 0.999
H 0.041 -2.460 -1.337
H -2.502 0.280 1.157
C -1.712 -0.425 0.905
C 0.464 -2.536 -0.337
H -2.149 -1.388 0.659
H 2.177 -1.701 1.649
H -2.760 0.091 -0.917
C 0.614 -1.182 0.281
H -0.206 -3.146 0.275
C -1.772 0.541 -0.929

The frontier orbital gap (spin up / spin down) comes out at 7.25 / 7.11 eV. The max |F| is 2.066 eV/Å. The relative energy (zero: lowest compared OMol25 entry of this formula, charge and spin) comes out at 152.0 kcal/mol. The HOMO energy (spin up / spin down) is -6.44 / -6.29 eV. Its lowest unoccupied orbital energy (spin up / spin down) is 0.030 / 0.030 Ha.

What is the relative energy (zero: lowest compared OMol25 entry of this formula, charge and spin) in the first record? 60.5 kcal/mol

Which of these has the lowest relative energy (zero: lowest compared OMol25 entry of this formula, charge and spin)? C8H18NO3P

relative energy (zero: lowest compared OMol25 entry of this formula, charge and spin) of number 2 (C8H18NOP)? 120.0 kcal/mol